{"formula": "C35H35F10LaN6S2", "method": "the ωB97M-V functional and the def2-TZVPD basis", "lumo_ev": 4.121, "gap_ev": 5.12, "charge": -2, "species": ["La", "C", "N", "C", "C", "N", "C", "C", "F", "C", "F", "C", "F", "C", "F", "C", "F", "C", "C", "N", "C", "C", "F", "C", "F", "C", "F", "C", "F", "C", "F", "H", "H", "H", "H", "H", "H", "H", "H", "H", "H", "H", "C", "C", "S", "C", "C", "S", "H", "H", "H", "H", "H", "H", "C", "N", "C", "C", "C", "C", "C", "C", "C", "C", "H", "H", "H", "H", "H", "H", "H", "H", "H", "H", "H", "H", "N", "C", "C", "C", "N", "C", "C", "H", "H", "H", "H", "H", "H"], "xyz": [[-0.98000, 0.12820, -0.07451], [-3.97719, -2.15080, -0.95859], [-2.66935, -2.41495, -0.35081], [-2.89604, -2.84996, 1.03038], [-1.72739, -2.74554, 2.00506], [-1.35667, -1.35578, 2.20755], [-1.03800, -0.96711, 3.44195], [-1.02308, 0.42684, 3.73022], [-1.27631, 1.25840, 2.70034], [-0.73970, 0.97864, 4.95307], [-0.76882, 2.31371, 5.11558], [-0.41954, 0.16679, 6.03427], [-0.16075, 0.69251, 7.25544], [-0.37993, -1.19348, 5.81389], [-0.02941, -2.01258, 6.82970], [-0.66569, -1.74173, 4.57561], [-0.46161, -3.08347, 4.47081], [-2.00696, -3.41000, -1.18443], [-0.58427, -3.77118, -0.81505], [0.25732, -2.59236, -0.70200], [1.56474, -2.83516, -0.80035], [2.45448, -1.73633, -0.96064], [1.88806, -0.51421, -0.91844], [3.79631, -1.83644, -1.23156], [4.53727, -0.73503, -1.47085], [4.41272, -3.07848, -1.29332], [5.73398, -3.19104, -1.57822], [3.62716, -4.18534, -1.05227], [4.20104, -5.40749, -1.04556], [2.27330, -4.07643, -0.79240], [1.65850, -5.24464, -0.46037], [-4.58587, -3.07428, -0.95966], [-4.48599, -1.36616, -0.40109], [-3.84590, -1.79551, -1.97903], [-3.68336, -2.20520, 1.42684], [-3.27882, -3.88998, 1.03099], [-2.09655, -3.20539, 2.92779], [-0.87578, -3.34609, 1.67995], [-2.60817, -4.34137, -1.19918], [-2.00800, -3.00919, -2.20273], [-0.58278, -4.39481, 0.08533], [-0.23701, -4.43211, -1.62313], [-4.20891, 2.87426, -2.80717], [-3.73410, 1.84780, -1.79632], [-2.59256, 0.65576, -2.45009], [-4.16502, 1.91665, -0.52212], [-5.11952, 3.02112, -0.11840], [-3.68639, 0.83120, 0.79559], [-3.69152, 2.73587, -3.75488], [-4.01885, 3.89744, -2.46399], [-5.28651, 2.79547, -2.99502], [-5.92694, 3.15923, -0.84430], [-4.59528, 3.98026, -0.02917], [-5.56060, 2.79901, 0.85245], [3.24176, 1.17747, 0.91963], [2.05223, 1.00622, 1.73390], [2.38474, 0.23138, 2.91415], [1.52595, 2.31528, 2.09923], [0.98068, 3.10350, 0.92740], [1.44936, 4.40580, 0.75974], [0.92637, 5.22867, -0.23087], [-0.07774, 4.73174, -1.04747], [-0.51598, 3.41849, -0.88393], [-0.00116, 2.53958, 0.08464], [4.00245, 1.77716, 1.45649], [2.99649, 1.68819, -0.00997], [3.67820, 0.21136, 0.68163], [3.16133, 0.72781, 3.52653], [2.76274, -0.74738, 2.61374], [1.50315, 0.08222, 3.53696], [2.31330, 2.90762, 2.60766], [0.73113, 2.16479, 2.82982], [2.22485, 4.78549, 1.42055], [1.29285, 6.24271, -0.35251], [-0.51726, 5.35873, -1.81724], [-1.28497, 3.06175, -1.56532], [4.32573, -0.03771, -4.79872], [3.11696, 0.28512, -4.17892], [2.00105, -0.53721, -4.30739], [0.83989, -0.18779, -3.64120], [0.71816, 0.88860, -2.87216], [1.77322, 1.69599, -2.79158], [2.97670, 1.44884, -3.42887], [4.44356, -1.02942, -4.94486], [5.12832, 0.34549, -4.32203], [2.04643, -1.45207, -4.88596], [-0.03594, -0.82659, -3.70159], [1.65585, 2.56851, -2.15635], [3.80987, 2.13008, -3.30228]], "forces_ev_per_angstrom": [[-0.4930, -1.0395, 0.2378], [-0.0232, -0.0233, 0.0133], [-0.0659, 0.1814, 0.0680], [0.0255, -0.0483, -0.0505], [0.0114, -0.0035, -0.0069], [0.2217, 0.2164, -0.2466], [-0.0572, -0.0226, -0.0637], [-0.0145, 0.0357, -0.0402], [0.0121, 0.0111, 0.0648], [-0.0033, 0.0249, -0.0152], [0.0000, -0.0551, 0.0092], [0.0257, 0.0144, -0.0070], [-0.0147, -0.0092, -0.0204], [0.0054, -0.0430, 0.0385], [-0.0203, 0.0500, -0.0526], [0.0275, -0.0401, 0.0261], [-0.0113, 0.0304, -0.0193], [-0.0091, 0.0869, -0.0179], [-0.0623, 0.0156, -0.0321], [0.1162, 0.1134, 0.0383], [-0.0895, -0.0175, 0.0129], [-0.0481, 0.0136, -0.0499], [0.1114, 0.0557, 0.0663], [-0.0086, 0.0683, 0.0110], [-0.0489, -0.0009, 0.0180], [0.0142, -0.0192, -0.0163], [-0.0265, 0.0014, 0.0072], [0.0170, -0.0246, 0.0120], [-0.0142, 0.0537, 0.0016], [-0.0127, -0.0306, 0.0084], [-0.0066, 0.0202, -0.0220], [-0.0185, -0.0042, -0.0020], [0.0182, -0.0192, -0.0225], [0.0061, -0.0034, 0.0177], [-0.0025, -0.0151, 0.0043], [0.0220, 0.0062, 0.0027], [-0.0104, 0.0190, 0.0186], [0.0051, -0.0126, 0.0122], [0.0185, 0.0054, -0.0179], [0.0090, 0.0197, 0.0104], [-0.0015, 0.0191, 0.0116], [0.0119, 0.0113, -0.0060], [0.0020, 0.0045, -0.0112], [-0.0399, -0.0613, -0.0054], [0.0170, -0.0326, 0.0543], [-0.0327, -0.0859, -0.0002], [-0.0019, -0.0010, 0.0250], [0.2674, 0.1934, -0.2229], [0.0022, -0.0091, 0.0093], [0.0018, 0.0071, 0.0079], [-0.0141, -0.0053, -0.0011], [-0.0103, 0.0033, -0.0143], [0.0032, 0.0045, 0.0072], [0.0029, -0.0117, -0.0084], [0.0489, 0.0547, 0.0124], [-0.0073, -0.0410, -0.1122], [0.0161, -0.0456, 0.0584], [-0.0284, 0.0650, 0.0997], [-0.0261, 0.0615, -0.0367], [-0.0291, 0.0079, -0.0043], [0.0055, -0.0070, 0.0108], [-0.0081, -0.0159, 0.0126], [0.0408, -0.0090, -0.0730], [0.1652, 0.3482, 0.1476], [-0.0147, -0.0121, -0.0085], [-0.0121, -0.0021, -0.0033], [0.0130, -0.0506, -0.0020], [-0.0039, 0.0000, -0.0106], [-0.0062, -0.0173, 0.0026], [0.0168, 0.0142, -0.0182], [0.0121, -0.0360, -0.0143], [0.0411, 0.0342, -0.0354], [0.0099, 0.0080, -0.0018], [0.0038, 0.0022, -0.0027], [0.0003, 0.0095, -0.0070], [-0.0119, -0.0252, -0.0083], [0.0654, -0.0044, -0.0398], [-0.0405, -0.0271, 0.0360], [0.0125, 0.0230, 0.0125], [-0.0960, -0.0577, 0.0250], [0.0146, 0.0802, 0.1178], [0.0387, -0.0217, -0.0254], [0.0069, 0.0157, 0.0083], [-0.0070, 0.0106, 0.0040], [-0.0101, -0.0049, 0.0106], [0.0057, -0.0118, -0.0016], [-0.0216, 0.0014, -0.0016], [-0.0187, 0.0065, 0.0015], [0.0107, -0.0013, 0.0048]], "mulliken_charge": [1.27, -1.33, 1.25, -1.45, -0.85, 0.56, -0.20, -0.32, -0.22, 0.27, -0.39, 0.53, -0.37, 0.11, -0.36, 0.34, -0.38, -1.60, -1.24, 0.80, -0.77, 0.17, 1.05, -0.71, -0.46, 0.45, -0.37, 0.09, -0.35, 0.60, -0.37, 0.36, 0.26, 0.33, 0.55, 0.21, 0.60, 0.18, 0.33, 0.46, 0.37, 0.66, -1.62, 0.24, -0.38, 0.75, -1.69, -0.66, 0.37, 0.26, 0.37, 0.34, 0.25, 0.41, -1.37, 1.36, -1.12, -0.89, 0.71, -0.49, -0.74, -0.75, 0.02, -0.19, 0.32, 0.22, 0.26, 0.38, 0.18, 0.15, 0.19, -0.24, 0.32, 0.33, 0.40, 0.28, -0.67, 0.86, -0.81, -0.24, -0.03, -0.02, -0.76, 0.27, 0.26, 0.30, 0.32, 0.17, 0.30]}